# 1
16
Properties=species:S:1:pos:R:3:forces:R:3:mulliken_charge:R:1 method="wB97M-V/def2-TZVPD" spin_multiplicity=1 fmax_ev_per_a=0.4 total_charge=0 homo_ev=-7.9 e_tot_ha=-308.7324
C 1.46857 1.12588 0.96063 0.1 0.0 -0.1 -1.05
C -0.05956 1.18346 0.90228 -0.1 -0.1 0.0 -0.22
C -0.75221 1.17719 -0.42866 0.3 0.2 0.1 -0.57
O -0.14763 -0.54942 -1.17912 -0.1 0.1 -0.1 -0.46
C -0.85809 -1.55537 -0.45193 0.0 0.1 0.3 -0.22
O -1.19968 -2.61527 -1.27661 0.2 -0.2 -0.1 -0.53
H 1.84481 1.23532 1.98474 -0.1 0.0 -0.1 0.34
H 1.83662 0.17241 0.56433 -0.1 0.1 0.1 0.25
H 1.90600 1.92486 0.35043 -0.1 -0.1 0.1 0.31
H -0.50259 0.44554 1.58745 0.0 0.1 -0.1 0.28
H -0.40956 2.15821 1.29039 0.0 -0.1 -0.1 0.37
H -0.06476 1.71405 -1.11760 -0.1 -0.1 0.1 0.17
H -0.69535 -0.36862 -1.96039 0.1 0.0 0.1 0.40
H -1.78518 -1.12174 -0.06917 0.1 -0.1 0.0 0.33
H -0.18873 -1.84105 0.36705 -0.1 0.0 -0.1 0.26
H -0.39266 -3.08545 -1.52382 -0.1 0.0 0.0 0.34


# 2
65
Properties=species:S:1:pos:R:3:forces:R:3:mulliken_charge:R:1 method="wB97M-V/def2-TZVPD" spin_multiplicity=1 fmax_ev_per_a=9.8 total_charge=0 homo_ev=-9.0 smiles="NC(N)(N)C[C@@]1(CC(=O)c2ccccc2)OC(=O)O[C@H]1N=C=S.C1CCOC1.C1CCOC1" e_tot_ha=-1925.5866
N 0.34616 2.38894 0.44435 -0.7 -0.1 1.4 -0.87
C 0.11161 1.01183 1.09998 0.6 1.2 -1.4 0.49
N -1.01339 1.21427 2.08904 1.3 -1.1 1.1 -0.26
N 1.45581 0.65796 1.75004 -0.2 -0.1 -1.7 -0.72
C -0.20341 -0.03731 -0.11712 -1.0 1.1 -0.5 -0.62
C -1.38320 -1.13245 0.18790 1.3 -1.9 -0.5 1.34
C -2.90559 -0.86644 -0.40130 -0.4 0.2 0.6 -0.88
C -3.44517 0.68064 -0.16484 1.1 4.0 -2.1 0.49
O -2.92250 1.75243 -0.79165 -3.2 -6.7 3.9 -0.57
C -4.74215 0.82168 0.88237 -1.9 0.2 2.5 0.29
C -4.47013 0.39624 2.44251 -4.3 1.0 -0.7 -0.01
C -5.71034 0.45234 3.54743 -0.7 1.2 -3.7 -0.58
C -7.21743 0.97772 3.11308 3.8 -0.2 -3.2 -0.37
C -7.43894 1.43908 1.53970 3.1 -1.3 1.2 -0.34
C -6.23437 1.34832 0.42196 0.5 -1.0 4.2 -0.45
O -0.94960 -2.27223 -0.68768 1.6 -3.2 1.2 -0.36
C -0.70112 -3.54738 0.06266 2.1 -1.6 -0.5 0.57
O 0.17895 -4.52397 -0.17069 -6.7 7.0 1.4 -0.55
O -1.67420 -3.38188 1.18981 3.1 0.6 -2.2 -0.45
C -1.34241 -1.98172 1.61675 -2.4 -0.7 -0.4 -0.09
N 0.00280 -2.18739 2.27955 -2.7 -0.9 7.4 -0.33
C -0.17300 -2.60599 3.57972 1.7 -1.1 -3.0 0.21
S -0.11873 -3.50102 5.05233 -0.3 3.3 -4.9 -0.13
H 0.55113 3.03318 1.26676 -0.2 -1.0 -1.3 0.30
H -0.56744 2.75765 0.07217 1.1 -0.8 0.3 0.34
H -1.44218 2.16532 2.03480 0.9 -1.2 0.1 0.33
H -0.58137 1.04239 3.04662 -0.9 0.6 -1.6 0.30
H 2.16099 1.22487 1.18799 -1.1 -0.8 1.1 0.17
H 1.72763 -0.34329 1.51393 -0.8 1.6 0.5 0.36
H 0.79986 -0.54886 -0.50233 -2.5 0.9 1.1 -0.11
H -0.58732 0.61352 -1.04087 0.8 -1.6 2.1 0.22
H -2.90851 -1.16606 -1.55432 0.3 1.1 2.5 0.35
H -3.67485 -1.61799 0.11316 1.8 1.7 -0.9 0.33
H -3.43150 0.03824 2.85071 -2.2 0.9 -1.2 0.22
H -5.47492 0.10780 4.65332 -0.6 0.9 -2.6 0.27
H -8.10133 1.03767 3.87982 2.0 -0.1 -1.7 0.30
H -8.51408 1.84803 1.23360 2.7 -1.0 0.6 0.26
H -6.46335 1.66727 -0.68049 0.6 -0.7 2.4 0.30
H -2.27625 -1.71724 2.27037 2.2 -0.3 -0.9 0.24
C 1.55782 -1.25979 -4.55525 0.2 -0.7 0.1 -0.60
C 0.44726 -0.49219 -5.22471 -0.1 0.3 -0.6 -0.57
C -0.30746 0.07089 -4.04024 -0.3 0.1 0.3 -0.35
O 0.65136 0.26992 -2.99230 0.1 -0.2 -0.5 -0.29
C 1.87290 -0.38468 -3.36186 0.2 0.4 0.2 -0.24
H 2.42425 -1.43066 -5.19913 -0.1 0.0 0.1 0.36
H 1.18424 -2.23347 -4.21653 0.1 0.1 0.0 0.26
H 0.86892 0.32499 -5.82178 -0.1 -0.1 0.0 0.26
H -0.17937 -1.10483 -5.87780 0.0 0.1 0.1 0.34
H -1.05942 -0.63668 -3.67520 -0.1 0.0 -0.1 0.16
H -0.80284 1.01846 -4.27083 0.1 -0.1 0.1 0.29
H 2.60228 0.39071 -3.62032 0.1 -0.1 0.0 0.21
H 2.25697 -0.95576 -2.51213 -0.1 0.1 0.0 0.19
C 6.90993 0.37326 0.86718 0.3 -0.3 0.5 -0.52
C 6.14397 0.12352 -0.40627 0.1 -0.1 -0.6 -0.53
C 4.75019 0.57847 -0.03205 -0.4 0.1 0.1 -0.14
O 4.90014 1.62221 0.94019 0.2 -0.3 -0.1 -0.41
C 6.26486 1.64175 1.38108 -0.1 0.4 0.1 -0.50
H 7.98817 0.47313 0.71915 -0.1 0.0 0.0 0.35
H 6.73466 -0.44757 1.57277 0.1 0.1 -0.1 0.25
H 6.54108 0.75710 -1.20811 -0.1 -0.1 0.0 0.28
H 6.17751 -0.91565 -0.74317 0.0 0.1 0.0 0.34
H 4.17900 -0.23194 0.43308 0.0 -0.1 -0.1 0.09
H 4.18692 0.95386 -0.89128 0.0 0.1 0.1 0.24
H 6.74134 2.53044 0.95302 0.1 0.0 0.1 0.28
H 6.29914 1.71834 2.47133 -0.1 0.0 -0.1 0.28


# 3
31
Properties=species:S:1:pos:R:3:forces:R:3:mulliken_charge:R:1 method="wB97M-V/def2-TZVPD" spin_multiplicity=1 fmax_ev_per_a=4.8 total_charge=0 homo_ev=-8.5 smiles="C=CCP1CCC[Si@@H]1c1ccccc1" e_tot_ha=-1098.2207
C 0.88394 -4.57845 -1.86900 1.1 -0.3 -0.5 -0.45
C 0.97631 -3.48075 -2.69568 -0.4 1.4 0.3 -0.45
C 0.51015 -4.33741 -0.55662 0.0 -0.8 -0.8 -0.62
C 0.64353 -2.16439 -2.23999 0.7 -0.7 -0.8 -0.38
C 0.11811 -3.09616 -0.13501 0.9 0.9 -0.5 -0.27
C 0.22300 -1.91341 -0.93778 -0.7 -0.7 0.6 0.47
C -1.19358 0.05731 2.53003 2.3 -0.3 0.1 -0.73
C 0.60093 3.38632 -0.46548 -1.2 -1.0 1.1 0.04
C -1.68377 -0.44476 1.14429 0.4 -0.8 0.2 -0.77
C 0.41649 3.23353 -1.76468 -2.7 3.9 1.1 -0.81
C -0.29290 1.29351 2.40451 2.3 -2.0 0.5 -0.83
C 1.51572 2.47570 0.37023 -2.2 0.6 -0.1 -1.11
Si -0.40400 -0.20219 -0.26179 0.3 -1.3 0.6 0.31
P 1.06511 0.80341 1.14721 -0.6 1.3 -0.2 -0.01
H 1.28005 -5.58776 -2.15944 -0.7 1.1 0.1 0.29
H 1.33512 -3.52784 -3.70545 0.1 -0.3 -0.3 0.35
H 0.58205 -5.20257 0.07193 -0.3 0.0 0.8 0.36
H 0.86184 -1.39327 -2.99991 -0.5 -0.1 0.7 0.26
H -0.07519 -3.07320 0.89942 -0.6 0.6 1.2 0.36
H -2.01836 0.44362 3.01255 -2.0 0.3 1.5 0.34
H -0.60487 -0.56553 3.30924 -1.3 -0.1 -1.8 0.28
H -0.10511 4.11073 0.04028 1.4 -0.6 -0.3 0.24
H -1.00840 0.38072 -1.45093 0.0 0.6 -0.3 -0.19
H -1.95462 -1.51113 1.15444 -0.1 0.3 0.1 0.42
H -2.59303 0.12164 0.91680 0.1 -0.1 -0.1 0.42
H 0.79562 2.44460 -2.27836 1.3 -1.9 -1.9 0.41
H -0.30136 4.02132 -2.20222 1.2 -1.7 0.1 0.18
H -0.84858 2.15318 2.18548 -0.6 1.4 -0.5 0.46
H 0.24183 1.38944 3.39572 -0.6 0.4 -1.1 0.39
H 2.37605 2.29710 -0.18410 1.7 -0.3 -1.0 0.59
H 1.77693 3.11897 1.16442 0.8 0.4 1.4 0.42


# 4
20
Properties=species:S:1:pos:R:3:forces:R:3:mulliken_charge:R:1 method="wB97M-V/def2-TZVPD" spin_multiplicity=1 fmax_ev_per_a=3.9 total_charge=-1 homo_ev=-2.9 e_tot_ha=-746.0011
C 2.21773 -1.42189 -1.41440 -1.0 -1.8 -2.4 -1.02
C 0.91296 -2.02884 -0.87840 -0.7 1.6 3.4 -0.44
C -0.11603 -0.81199 -0.40799 1.8 1.0 -2.1 -0.69
S -1.42227 -0.42098 -1.58551 -0.4 -0.2 -0.6 -0.76
H 1.82932 -0.63766 -2.09403 0.8 -0.1 0.3 0.27
H 2.77403 -2.17205 -2.03452 -0.6 0.4 0.0 0.28
H 3.00877 -1.11295 -0.77646 0.0 0.8 1.2 0.29
H 0.43651 -2.85275 -1.38042 -0.4 0.6 -1.7 0.37
H 0.98596 -2.63528 0.04749 1.0 0.6 0.3 0.26
H 0.36120 0.25641 -0.26808 0.1 -2.4 0.0 0.14
H -0.58148 -1.06415 0.49090 -0.4 -0.6 1.6 0.30
H 2.70213 3.11638 3.28666 0.1 -0.2 0.3 0.31
H 1.42016 2.38903 3.33365 -1.1 -0.4 -0.4 0.33
O 2.19617 2.51997 3.85687 1.0 0.6 0.1 -0.65
H -4.02414 -0.32752 -1.78458 -0.1 -1.1 0.3 0.32
H -3.38258 0.91378 -2.05880 -1.7 -0.4 -0.3 0.33
O -4.30587 0.49851 -2.16339 1.7 1.5 0.0 -0.65
H -1.61563 1.20632 1.62741 0.1 0.3 0.0 0.35
H -1.99211 2.63650 1.98596 -1.0 1.1 -0.5 0.30
O -1.40483 1.94918 2.21764 1.0 -1.4 0.4 -0.64


# 5
69
Properties=species:S:1:pos:R:3:forces:R:3:mulliken_charge:R:1 method="wB97M-V/def2-TZVPD" spin_multiplicity=1 fmax_ev_per_a=1.9 total_charge=0 homo_ev=-8.9 e_tot_ha=-5462.1119
Cl 0.53541 -3.37369 -0.77920 -0.7 0.4 0.0 -0.19
C -1.09583 -2.75682 -0.78126 -0.7 0.6 0.0 0.17
C -1.37065 -1.31317 -0.79399 0.6 -1.3 -0.1 0.27
Br 0.13689 -0.13878 -0.84574 -0.8 -0.3 0.2 -0.09
C -2.63911 -0.85550 -0.77922 -0.6 1.8 -0.2 -0.52
C -3.79876 -1.69876 -0.75327 1.3 -0.9 -0.3 0.18
N -5.10319 -1.37842 -0.76063 0.8 -1.5 0.2 -0.65
S -5.83925 -2.83609 -0.69607 -0.5 0.0 0.0 0.16
N -4.62023 -3.90824 -0.68766 0.2 1.8 -0.1 -0.63
C -3.52728 -3.12172 -0.73498 0.0 -0.1 0.0 0.88
C -2.17396 -3.60317 -0.76775 0.8 -0.7 0.1 0.11
Cl -1.88158 -5.32976 -0.79679 -0.5 0.6 0.1 -0.19
H -2.79187 0.23200 -0.78103 0.0 -0.5 0.0 0.47
O -2.99279 -1.17852 1.90138 0.0 0.0 0.5 -0.42
C -3.71916 -0.88809 2.81727 -0.2 -0.2 0.0 0.65
O -3.19548 -0.72156 4.04207 0.4 0.2 -0.1 -0.38
C -3.92296 -0.18955 5.15472 -0.2 -0.1 0.2 -0.42
C -4.69990 -1.27241 5.87496 -0.1 -0.1 -0.1 -0.97
C -5.21421 -0.79975 2.63921 -0.1 0.5 -0.1 -0.96
H -4.55429 0.64487 4.84614 0.0 -0.1 -0.1 0.36
H -3.17206 0.22361 5.82746 0.1 0.0 -0.2 0.33
H -5.45404 -1.72280 5.22825 -0.1 0.1 0.0 0.27
H -5.19870 -0.86447 6.75493 0.0 0.0 0.0 0.36
H -4.03010 -2.07373 6.18951 0.0 0.1 0.0 0.30
H -5.64206 -1.79910 2.72450 0.0 0.0 0.0 0.24
H -5.41840 -0.40905 1.64428 0.1 -0.2 -0.1 0.31
H -5.70420 -0.13125 3.34294 0.0 -0.2 0.1 0.37
O 0.01208 5.11109 4.01259 -0.2 -0.1 -0.1 -0.60
C 0.51464 4.35269 3.22593 0.4 0.0 0.2 0.68
O -0.18027 3.28396 2.79923 -0.4 0.2 0.0 -0.35
C 0.24881 2.43656 1.72487 0.1 -0.3 0.0 -0.26
C 1.19149 1.35933 2.21452 0.0 0.1 0.4 -0.37
C 1.94610 4.52140 2.77841 0.0 0.3 -0.5 -0.81
H 0.67335 3.02427 0.90836 0.1 0.1 0.1 0.35
H -0.65725 1.97388 1.33320 -0.1 0.2 0.1 0.09
H 2.10335 1.78429 2.62672 0.0 0.0 -0.1 0.22
H 1.46344 0.68884 1.40265 0.1 0.0 0.1 -0.03
H 0.72240 0.77745 3.01096 -0.2 0.0 -0.1 0.25
H 2.60577 4.06460 3.51537 0.0 0.0 -0.1 0.22
H 2.16099 5.58711 2.71902 0.0 0.0 0.2 0.35
H 2.15597 4.10533 1.79644 0.1 -0.2 0.1 0.26
O -0.68218 1.10741 -3.76777 0.0 0.2 -0.3 -0.51
C -0.00889 0.59752 -4.62071 -0.2 -0.4 0.1 0.65
O 0.12999 1.21312 -5.81253 0.0 0.4 0.0 -0.38
C 1.05503 0.79492 -6.81976 0.0 -0.2 -0.2 -0.40
C 0.46424 -0.28989 -7.69695 -0.1 -0.1 0.1 -0.93
C 0.60806 -0.76680 -4.42211 0.6 0.1 0.1 -0.37
H 2.00924 0.50273 -6.37784 -0.1 -0.1 0.1 0.36
H 1.25239 1.67971 -7.42498 -0.1 0.1 0.2 0.31
H 0.23807 -1.18985 -7.12392 0.1 0.0 0.0 0.27
H 1.15652 -0.55491 -8.49728 0.0 0.0 0.0 0.35
H -0.47269 0.04991 -8.13988 0.1 0.1 0.0 0.29
H -0.13247 -1.53033 -4.66095 0.0 0.0 0.0 0.21
H 0.89505 -0.86113 -3.37489 -0.3 0.0 -0.1 -0.16
H 1.50892 -0.93579 -5.00822 -0.1 -0.1 -0.2 0.34
O 4.22803 1.90676 1.63601 -0.1 -0.2 -0.2 -0.52
C 4.73194 1.15598 0.84446 0.4 -0.1 0.1 0.81
O 4.04568 0.08065 0.40264 -0.5 0.3 0.0 -0.28
C 4.47766 -0.75988 -0.67482 0.2 -0.2 0.0 -0.28
C 5.42308 -1.83416 -0.17852 0.1 0.0 0.1 -1.06
C 6.16349 1.33754 0.40359 0.0 0.3 -0.5 -1.22
H 4.90104 -0.16998 -1.48971 0.1 0.1 0.1 0.35
H 3.57499 -1.22867 -1.06863 -0.1 0.2 0.2 0.22
H 6.33441 -1.40455 0.23916 0.0 0.0 -0.1 0.30
H 5.69948 -2.50681 -0.99159 0.0 0.0 0.0 0.37
H 4.95202 -2.41536 0.61508 -0.1 0.0 -0.1 0.32
H 6.82294 0.87879 1.13999 0.0 0.0 0.0 0.29
H 6.37246 2.40449 0.35398 0.0 0.0 0.2 0.33
H 6.37840 0.93167 -0.58219 0.1 -0.2 0.1 0.36


# 6
11
Properties=species:S:1:pos:R:3:forces:R:3:mulliken_charge:R:1 method="wB97M-V/def2-TZVPD" spin_multiplicity=1 fmax_ev_per_a=2.8 total_charge=0 homo_ev=-9.5 e_tot_ha=-326.6549
C -0.87369 -0.21447 -0.00954 1.3 -1.9 -0.2 0.46
C 0.58585 -0.56063 -0.00231 -1.2 -2.5 0.3 0.06
C 1.62003 0.22920 -0.05798 -0.9 2.3 0.1 -0.25
H -1.97295 1.45249 -0.08759 0.0 0.0 0.1 0.25
H -0.36408 1.66046 0.43126 -0.3 0.0 -0.2 0.18
H -1.41037 -1.97497 -0.11818 0.1 -1.0 0.1 0.22
H 0.86692 -1.64652 0.08226 -0.5 1.1 -0.2 0.19
H 1.60667 1.36381 -0.06933 0.4 -1.6 -0.2 0.29
N -1.02594 1.10708 -0.09464 -1.0 2.1 0.2 -0.40
N -1.82646 -1.07419 -0.03125 0.3 1.5 -0.1 -0.76
F 2.79404 -0.34227 -0.04271 1.9 0.0 0.0 -0.24


Gap between HOMO and LUMO (Eh)
0.31196 0.29338 0.34644 0.22293 0.29629 0.38267